[1]
{"formula": "C22H25N3O6S", "method": "ωB97M-V/def2-TZVPD", "smiles": "COc1ccc(OC)c(NC(=O)CN(c2ccc(C)cc2)S(=O)(=O)c2c(C)noc2C)c1", "multiplicity": 1, "e_lumo_ev": 0.57, "largest_force_ev_per_a": 1.39, "relative_energy_ev": 3.869, "e_tot_ha": -1867.18128, "symbols": ["S", "O", "O", "O", "O", "O", "O", "N", "N", "N", "C", "C", "C", "C", "C", "C", "C", "C", "C", "C", "C", "C", "C", "C", "C", "C", "C", "C", "C", "C", "C", "C", "H", "H", "H", "H", "H", "H", "H", "H", "H", "H", "H", "H", "H", "H", "H", "H", "H", "H", "H", "H", "H", "H", "H", "H", "H"], "xyz": [[0.463, -0.760, 0.802], [-6.596, -1.121, 0.051], [-0.475, -1.837, 0.722], [-2.173, -1.851, -2.006], [-2.263, 2.266, 0.611], [0.172, 0.333, 1.678], [3.759, -2.810, 1.281], [-1.968, 0.121, -0.866], [0.686, -0.166, -0.764], [4.063, -1.779, 2.111], [2.551, -2.613, 0.747], [-4.583, 1.683, 1.146], [0.002, -0.872, -1.820], [-5.499, -0.319, 0.163], [1.941, 0.422, -0.996], [4.030, 0.600, -2.171], [-4.283, -0.561, -0.467], [3.575, 2.059, -0.341], [2.339, 1.469, -0.168], [-6.488, -2.287, -0.732], [2.799, -0.008, -2.003], [-3.225, 0.313, -0.286], [-5.639, 0.807, 0.968], [3.049, 0.297, 2.909], [-2.241, 3.238, 1.625], [-1.509, -0.946, -1.553], [4.442, 1.635, -1.342], [1.985, -3.622, -0.173], [3.063, -0.941, 2.098], [5.790, 2.266, -1.505], [2.049, -1.426, 1.220], [-3.368, 1.454, 0.521], [-2.439, 2.795, 2.605], [2.294, -4.616, 0.140], [-6.585, 0.983, 1.454], [2.025, 0.637, 3.036], [3.512, 0.107, 3.874], [-1.284, 0.792, -0.534], [6.496, 1.820, -0.804], [3.870, 2.873, 0.305], [2.351, -3.460, -1.187], [6.172, 2.116, -2.511], [2.508, -0.814, -2.659], [5.744, 3.333, -1.299], [-6.271, -2.049, -1.778], [0.151, -0.321, -2.755], [1.665, 1.803, 0.604], [-4.123, -1.425, -1.088], [3.622, 1.072, 2.403], [-2.963, 4.039, 1.431], [-4.723, 2.546, 1.777], [0.900, -3.545, -0.160], [0.355, -1.900, -1.956], [4.684, 0.255, -2.958], [-5.716, -2.959, -0.347], [-7.460, -2.775, -0.666], [-1.234, 3.652, 1.615]], "forces_ev_per_angstrom": [[0.7, -0.5, 0.3], [0.0, 0.2, 0.1], [0.0, -0.1, -0.2], [0.0, -0.2, -0.1], [-0.1, -0.4, -0.3], [0.2, 0.1, -0.1], [-0.7, -0.5, -0.7], [0.0, 0.6, 0.3], [-0.3, -0.3, 0.7], [0.4, 1.0, 0.9], [-0.4, 0.5, 0.1], [0.2, 0.0, -0.1], [-0.4, -0.5, -0.1], [0.1, 0.3, 0.2], [0.6, 0.6, -0.1], [0.0, 0.1, 0.1], [-0.2, -0.2, 0.0], [0.0, -0.1, -0.1], [0.0, 0.0, -0.2], [0.0, -0.1, -0.1], [-0.3, -0.1, 0.1], [-0.2, 0.2, 0.1], [-0.1, -0.3, -0.1], [0.2, 0.1, 0.2], [0.0, 0.2, 0.1], [0.2, 0.1, -0.4], [0.0, 0.0, 0.0], [0.2, -0.1, 0.0], [0.0, -0.4, -0.3], [0.0, 0.0, 0.1], [-0.3, -0.3, -0.2], [0.0, -0.1, -0.1], [0.0, 0.0, 0.0], [0.0, -0.1, 0.0], [-0.1, 0.0, 0.1], [0.1, 0.1, 0.1], [0.0, 0.0, 0.1], [-0.1, -0.1, -0.2], [0.1, 0.0, 0.0], [0.0, 0.1, 0.1], [0.0, 0.0, -0.1], [0.1, 0.0, -0.1], [0.0, -0.1, -0.1], [0.1, 0.1, 0.0], [0.0, 0.0, 0.0], [0.0, 0.0, 0.1], [0.0, 0.1, 0.1], [0.0, 0.0, 0.0], [0.0, 0.1, 0.0], [0.0, -0.1, 0.0], [0.0, 0.1, 0.1], [0.0, -0.1, 0.0], [-0.1, 0.1, -0.1], [0.1, 0.0, -0.1], [0.0, 0.0, 0.0], [0.1, 0.0, 0.0], [-0.1, 0.0, 0.0]], "mulliken_charge": [1.573, -0.484, -0.706, -0.716, -0.355, -0.654, -0.168, -0.033, 0.290, -0.682, 0.188, -0.311, -0.482, 0.533, -0.419, -0.994, 0.028, -1.005, 0.111, -0.778, -0.470, -0.678, -0.987, -1.291, -1.047, 0.358, 0.917, -1.382, -0.174, -1.508, 1.193, 0.442, 0.431, 0.473, 0.439, 0.276, 0.513, 0.333, 0.287, 0.385, 0.249, 0.395, 0.432, 0.375, 0.309, 0.644, 0.717, 0.796, 0.165, 0.379, 0.419, 0.342, 0.181, 0.354, 0.320, 0.232, 0.244]}

=====

[2]
{"formula": "C10H30CoO9", "method": "ωB97M-V/def2-TZVPD", "s_squared": 3.758, "multiplicity": 4, "e_lumo_ev": [-3.62, -3.70], "largest_force_ev_per_a": 1.83, "e_tot_ha": -2458.79104, "symbols": ["Co", "O", "O", "O", "O", "O", "O", "O", "O", "O", "C", "C", "C", "C", "C", "C", "C", "C", "C", "C", "H", "H", "H", "H", "H", "H", "H", "H", "H", "H", "H", "H", "H", "H", "H", "H", "H", "H", "H", "H", "H", "H", "H", "H", "H", "H", "H", "H", "H", "H"], "xyz": [[1.414, 2.514, 2.144], [0.771, -2.317, 0.426], [2.177, 0.390, -2.902], [4.339, 0.536, 0.125], [-0.008, 1.461, 1.376], [-1.618, -1.181, -1.867], [-2.639, 0.839, 2.518], [1.864, 1.857, 0.368], [0.406, 0.390, -0.548], [-3.696, 3.992, 0.716], [4.532, -0.189, 1.324], [1.515, 1.199, -3.860], [-2.894, 4.052, 1.873], [5.763, -1.045, 1.230], [-2.177, -2.502, -3.759], [-1.061, -1.963, -2.904], [0.759, -2.385, 1.834], [-4.258, -0.655, 1.601], [-2.787, -0.402, 1.826], [0.722, 1.187, 0.304], [0.722, -1.389, 0.167], [0.568, -3.418, 2.114], [1.185, 2.151, -3.426], [-2.149, 3.263, 1.819], [-2.378, 5.022, 1.953], [-0.414, -1.320, -3.520], [5.898, -1.555, 2.190], [-1.739, 1.159, 2.403], [2.215, 1.408, -4.667], [-2.720, -1.713, -4.275], [-4.720, 0.153, 1.031], [-2.383, -1.220, 2.436], [-2.274, -0.397, 0.861], [-4.390, -1.570, 1.019], [1.733, -2.094, 2.257], [3.674, -0.853, 1.527], [0.627, 0.715, -4.286], [-4.809, -0.787, 2.534], [-4.370, 4.674, 0.775], [5.715, -1.767, 0.422], [1.635, 0.375, -2.103], [-0.414, -2.759, -2.520], [4.619, 0.474, 2.207], [6.659, -0.428, 1.127], [-0.903, -0.673, -1.467], [-2.886, -3.075, -3.154], [-1.791, -3.230, -4.478], [3.443, 0.898, 0.144], [-3.471, 3.925, 2.795], [-0.007, -1.744, 2.286]], "forces_ev_per_angstrom": [[-0.5, -0.9, -1.5], [0.0, 0.0, 0.1], [-0.1, 0.1, -0.2], [0.1, -0.1, 0.4], [0.2, 0.6, 1.1], [-0.1, 0.0, 0.2], [-0.1, 0.0, 0.2], [0.2, 0.5, 0.6], [0.2, 0.1, -0.3], [0.0, -0.1, -0.1], [-0.5, -0.2, 0.0], [-0.1, 0.0, 0.2], [0.1, 0.6, 0.4], [0.6, 0.2, 0.6], [-0.2, -0.8, 0.1], [0.4, 0.5, -0.4], [0.3, 0.1, 0.1], [-0.3, -0.2, -0.2], [-0.2, -0.1, 0.1], [0.0, -0.1, 0.4], [-0.1, -0.1, -0.2], [0.0, 0.0, 0.0], [0.1, 0.0, -0.1], [-0.1, -0.1, -0.1], [0.0, -0.1, -0.1], [0.0, -0.1, 0.0], [-0.1, -0.2, -0.2], [0.0, -0.3, -0.3], [0.0, 0.0, 0.0], [0.0, 0.1, 0.0], [0.1, 0.1, 0.1], [0.1, 0.1, -0.1], [0.1, 0.1, 0.1], [0.1, 0.0, 0.0], [-0.1, -0.1, 0.0], [0.0, 0.1, -0.1], [0.1, -0.1, 0.0], [0.1, 0.1, 0.1], [0.0, 0.0, 0.0], [-0.1, 0.0, -0.1], [0.0, -0.1, 0.0], [-0.2, -0.1, 0.1], [0.1, 0.1, -0.2], [-0.1, 0.0, -0.3], [-0.2, 0.0, 0.1], [0.0, 0.2, 0.1], [0.1, 0.3, -0.2], [0.1, 0.1, -0.3], [0.0, -0.2, -0.1], [-0.1, -0.1, -0.1]], "mulliken_charge": [0.874, -0.482, -0.481, -0.538, -0.707, -0.468, -0.537, -0.955, -0.261, -0.508, 0.484, -0.589, -0.178, -1.348, -1.338, 0.241, -0.390, -1.404, 0.605, 0.995, 0.214, 0.306, 0.243, -0.155, 0.305, 0.011, 0.368, 0.310, 0.271, 0.306, 0.329, 0.084, -0.088, 0.371, 0.151, -0.137, 0.206, 0.338, 0.295, 0.334, 0.355, 0.249, 0.149, 0.323, 0.375, 0.321, 0.384, 0.413, 0.283, 0.073]}

=====

[3]
{"formula": "C22H43AlN5O7", "method": "ωB97M-V/def2-TZVPD", "multiplicity": 1, "e_lumo_ev": 1.56, "largest_force_ev_per_a": 7.45, "total_charge": -1, "e_tot_ha": -1906.70819, "symbols": ["Al", "O", "O", "O", "O", "O", "O", "O", "N", "N", "N", "N", "N", "C", "C", "C", "C", "C", "C", "C", "C", "C", "C", "C", "C", "C", "C", "C", "C", "C", "C", "C", "C", "C", "C", "H", "H", "H", "H", "H", "H", "H", "H", "H", "H", "H", "H", "H", "H", "H", "H", "H", "H", "H", "H", "H", "H", "H", "H", "H", "H", "H", "H", "H", "H", "H", "H", "H", "H", "H", "H", "H", "H", "H", "H", "H", "H", "H"], "xyz": [[5.020, 2.891, -3.463], [-4.285, 2.614, 4.882], [9.694, -3.654, -8.187], [4.902, -0.972, -4.717], [5.672, 1.127, -3.576], [-7.339, 0.741, 5.599], [0.094, 1.566, 0.393], [0.125, -3.683, -0.103], [-1.781, 1.677, 1.745], [-3.539, 1.054, 6.421], [-8.934, 2.356, 5.144], [7.819, -3.543, -6.835], [2.288, -3.885, -0.901], [0.055, 1.814, -3.946], [8.082, -4.825, -6.214], [-10.298, 2.655, 4.762], [8.690, -3.074, -7.795], [-3.712, -0.253, 7.020], [-8.477, 1.063, 5.280], [-0.910, 2.146, 0.785], [-4.375, 1.523, 5.430], [2.405, 1.575, -5.458], [-2.452, 1.895, 6.879], [0.947, -3.584, -1.005], [4.647, 0.231, -4.197], [2.252, 0.457, -2.757], [2.805, -4.361, 0.365], [3.097, 0.768, -4.167], [-8.021, 3.453, 5.390], [6.648, -2.795, -6.425], [-1.518, 0.395, 2.366], [0.848, 2.140, -5.355], [3.199, -3.741, -2.018], [-2.952, 2.425, 2.155], [0.707, 0.996, -2.662], [8.396, -2.091, -8.201], [-3.843, 1.823, 1.958], [-8.522, 4.414, 5.244], [0.660, -3.231, -2.010], [6.572, -1.851, -6.971], [6.031, 3.938, -2.832], [0.398, 2.730, -6.272], [-1.879, 1.392, 7.662], [5.757, -3.397, -6.622], [3.645, -4.715, -2.239], [-2.290, 0.158, 3.103], [6.720, -2.585, -5.354], [4.683, 3.392, -4.959], [3.110, 1.725, -6.388], [3.985, -3.031, -1.745], [7.310, -5.062, -5.477], [2.678, -3.375, -2.907], [-1.498, -0.377, 1.591], [-3.878, -0.130, 8.095], [8.102, -5.597, -6.989], [-3.028, 3.369, 1.609], [-4.566, -0.777, 6.583], [-9.252, 0.306, 5.070], [-1.798, 2.123, 6.032], [-2.880, 2.635, 3.226], [3.878, -4.557, 0.295], [0.118, 0.779, -1.652], [-2.865, 2.831, 7.267], [-0.540, 0.430, 2.854], [2.618, -3.605, 1.133], [-1.062, 2.219, -3.864], [-1.204, 3.129, 0.379], [-2.805, -0.841, 6.854], [-10.767, 3.245, 5.555], [2.771, -0.102, -1.858], [2.279, -5.280, 0.641], [3.655, 3.032, -2.636], [-10.875, 1.739, 4.607], [-10.287, 3.233, 3.833], [9.060, -4.790, -5.726], [-5.166, 0.805, 5.157], [-7.173, 3.372, 4.704], [-7.650, 3.384, 6.417]], "forces_ev_per_angstrom": [[-0.4, 0.5, -0.2], [0.1, -0.4, 0.7], [-0.5, 0.1, 0.3], [-1.1, 6.7, 3.0], [-4.5, -3.4, -2.5], [-0.8, 0.4, -0.1], [-0.9, 0.2, 0.6], [0.7, -0.1, -0.4], [0.8, 0.7, -1.1], [-0.8, 0.4, -1.0], [0.2, -1.6, 0.1], [1.0, 0.6, -1.2], [-1.4, 0.3, -0.3], [2.7, -0.7, -0.5], [0.3, 0.0, -0.2], [0.2, 0.1, 0.1], [-0.4, -0.6, 0.7], [0.1, 0.2, -0.1], [0.1, 0.9, 0.0], [-0.1, -0.7, 0.5], [0.3, -0.4, 0.4], [-1.6, -0.9, 3.6], [-0.1, 0.2, -0.2], [0.6, -0.2, 0.4], [2.3, -2.0, -0.6], [-2.1, 2.4, -3.7], [-0.3, 0.1, 0.1], [-3.4, 0.8, 0.6], [0.4, -0.1, 0.0], [0.0, -0.1, 0.2], [0.3, 0.0, -0.2], [2.7, -2.8, 3.6], [0.0, 0.0, 0.1], [0.3, -0.1, 0.2], [2.7, 0.2, -3.3], [-0.1, -0.1, 0.1], [-0.1, 0.2, 0.1], [0.0, -0.3, 0.0], [0.2, 0.0, 0.0], [0.1, -0.2, 0.2], [0.7, -0.1, 0.2], [0.9, -1.4, 2.3], [-0.2, 0.0, -0.2], [-0.1, 0.2, 0.1], [0.1, 0.1, -0.1], [0.1, 0.2, -0.2], [-0.3, 0.2, -0.2], [0.1, -0.1, -0.3], [-1.8, -0.2, 2.1], [0.0, -0.1, -0.3], [0.1, 0.2, -0.2], [0.1, 0.0, 0.2], [0.1, -0.1, 0.2], [0.0, -0.2, 0.0], [0.1, -0.1, 0.2], [0.1, -0.2, 0.0], [0.1, 0.2, 0.0], [0.0, 0.1, 0.0], [0.1, 0.1, 0.2], [-0.3, 0.1, -0.3], [-0.2, 0.1, -0.1], [1.3, 0.7, -2.6], [0.2, 0.0, 0.0], [-0.1, -0.2, 0.0], [0.1, -0.2, 0.1], [2.7, -1.0, -0.1], [-0.1, 0.0, 0.1], [-0.1, -0.1, 0.1], [-0.2, 0.0, -0.2], [-1.2, 1.4, -2.1], [0.1, 0.1, 0.2], [0.0, -0.2, 0.2], [0.2, 0.1, 0.0], [-0.2, 0.0, 0.1], [-0.1, -0.2, 0.0], [0.2, 0.1, 0.1], [0.0, 0.2, 0.2], [0.1, 0.2, -0.1]], "mulliken_charge": [0.333, -0.659, -0.605, -0.513, -0.513, -0.553, -0.632, -0.625, 0.185, 0.190, 0.122, 0.154, 0.165, -0.402, -0.942, -0.920, 0.120, -0.982, 0.066, 0.117, 0.136, -0.314, -0.945, 0.140, 0.244, -0.198, -0.983, 0.314, -0.824, -0.932, -0.973, -0.415, -1.006, -0.722, -0.131, 0.279, 0.286, 0.356, 0.306, 0.295, -0.347, 0.265, 0.380, 0.301, 0.375, 0.296, 0.387, -0.222, 0.306, 0.359, 0.358, 0.299, 0.350, 0.367, 0.296, 0.295, 0.268, 0.260, 0.265, 0.227, 0.391, 0.167, 0.288, 0.291, 0.296, 0.208, 0.278, 0.368, 0.330, 0.367, 0.285, -0.162, 0.292, 0.333, 0.293, 0.351, 0.249, 0.268]}